(w)
Computed, not measured: a 2-piece molecular cluster, C2H10NS overall, with the ωB97M-V functional and the def2-TZVPD basis.

Charge = +1
HOMO energy = -12.99 eV

Element x y z (Å)
N1 2.324 -0.687 -0.868
H1 2.240 -1.535 -1.386
H2 2.809 -0.069 -1.416
H3 2.790 -0.893 0.025
H4 1.360 -0.310 -0.611
C1 -2.030 0.845 -0.633
S1 -0.299 0.717 -0.142
C2 -0.486 -0.039 1.507
H5 -2.508 1.669 -0.061
H6 -2.207 1.001 -1.702
H7 -2.488 -0.074 -0.333
H8 -0.738 -1.142 1.448
H9 -1.236 0.614 2.061
H10 0.469 -0.097 2.111

natural (NBO) population analysis, charges in e, atoms 1 to 4:
1. N -0.870
2. H 0.440
3. H 0.436
4. H 0.445

=====

(x)
Computed, not measured: a 2-piece molecular cluster, C2H10NS overall, with the ωB97M-V functional and the def2-TZVPD basis.

Charge = +1
HOMO energy = -12.93 eV

Element x y z (Å)
N1 -2.221 -0.168 -0.825
H1 -2.206 -0.790 -1.630
H2 -2.979 0.489 -0.970
H3 -2.487 -0.624 0.047
H4 -1.310 0.379 -0.831
C1 1.979 -0.693 -0.549
S1 0.796 0.672 -0.357
C2 0.512 0.772 1.386
H5 2.897 -0.344 -0.079
H6 2.156 -0.851 -1.607
H7 1.591 -1.553 -0.016
H8 0.080 1.770 1.535
H9 -0.211 0.124 1.882
H10 1.403 0.818 2.012

natural (NBO) population analysis, charges in e, atoms 1 to 4:
1. N -0.893
2. H 0.450
3. H 0.439
4. H 0.451

=====

Most stable of them? (x).